1.
# C47H44N2O2

A cluster of 2 separate species, C47H44N2O2 in total at a distorted geometry (ωB97M-V/def2-TZVPD, the OMol25 dataset).

The geometry in XYZ format:
```
95
Properties=species:S:1:pos:R:3:forces:R:3
C -5.216 1.295 -2.803 -0.40 -0.08 0.04
C -3.803 0.870 -2.551 0.47 -0.12 0.18
C -2.990 1.677 -1.751 0.28 -0.14 -0.29
C -1.604 1.519 -1.701 -0.15 -0.46 -0.27
C -0.806 2.553 -0.977 -0.24 0.62 0.42
C -1.027 0.416 -2.369 -1.35 -0.03 -0.51
N 0.375 0.315 -2.539 1.96 -1.10 0.37
C 1.386 0.607 -1.619 -0.68 4.69 -2.83
N 2.521 0.810 -2.404 -1.54 -1.36 -0.67
C 3.686 1.521 -2.081 2.10 0.75 0.34
C 4.089 1.483 -0.724 1.50 -0.27 -1.19
C 3.133 0.868 0.082 -0.79 -1.72 2.53
C 5.442 1.755 -0.397 -0.94 0.28 -0.08
C 6.296 2.293 -1.349 -0.17 0.11 -0.60
C 7.710 2.642 -0.961 0.22 -0.02 -0.04
C 5.807 2.511 -2.650 0.03 0.00 0.58
C 4.498 2.158 -3.031 -0.01 -0.34 0.55
C 4.016 2.541 -4.394 0.02 0.22 -0.56
C 2.298 0.232 -3.658 0.33 0.64 0.48
C 0.996 -0.044 -3.748 -0.79 0.07 0.12
C -1.855 -0.512 -3.046 -0.21 0.41 0.33
C -1.333 -1.766 -3.684 -0.09 -0.62 -0.23
C -3.233 -0.268 -3.129 0.15 0.48 0.10
H -5.775 0.522 -3.341 0.05 0.16 0.15
H -5.736 1.523 -1.863 0.10 -0.13 -0.20
H -5.235 2.214 -3.412 0.05 -0.30 0.15
H -3.446 2.496 -1.190 0.17 -0.12 -0.25
H -0.375 2.172 -0.047 0.12 0.05 -0.22
H -0.029 3.022 -1.593 -0.05 -0.21 0.09
H -1.495 3.347 -0.668 0.18 -0.03 -0.08
H 2.832 1.213 1.068 0.44 -0.32 0.01
H 1.205 1.301 -0.800 -0.24 -0.94 -0.93
H 3.031 -0.186 -0.165 0.06 0.42 0.47
H 5.824 1.491 0.597 -0.38 0.32 -0.32
H 8.138 3.385 -1.643 -0.06 -0.15 0.15
H 7.737 3.044 0.060 0.00 -0.01 -0.24
H 8.367 1.760 -0.968 -0.20 0.16 -0.07
H 6.469 2.960 -3.392 -0.24 0.02 0.14
H 4.461 3.510 -4.667 -0.18 -0.33 0.03
H 4.326 1.814 -5.158 -0.12 0.19 0.06
H 2.924 2.647 -4.430 0.29 -0.04 -0.05
H 3.069 0.094 -4.404 -0.09 0.11 0.35
H 0.459 -0.427 -4.598 0.04 0.01 0.24
H -2.118 -2.537 -3.683 0.19 0.26 0.08
H -1.064 -1.614 -4.744 -0.07 -0.13 0.39
H -0.468 -2.188 -3.153 -0.16 0.18 -0.24
H -3.874 -0.966 -3.675 0.27 0.19 0.14
C 3.673 0.510 5.804 0.15 -0.67 -0.46
O 4.126 -0.347 4.715 -0.36 0.18 0.67
C 3.207 -0.800 3.823 -0.39 0.56 -0.84
C 3.683 -1.464 2.659 0.00 0.16 1.29
C 2.849 -1.605 1.577 -0.64 0.69 -0.56
C 1.514 -1.065 1.558 0.90 -0.07 -0.01
C 0.815 -0.840 0.290 -1.75 -2.55 2.30
C -0.634 -0.765 0.387 1.34 1.50 -0.71
C -1.441 -1.771 -0.195 -0.27 -0.63 -0.16
C -2.735 -2.000 0.216 0.71 0.66 -0.09
C -3.397 -3.290 -0.003 -0.32 -0.71 -0.40
C -2.620 -4.450 -0.247 -0.43 0.31 0.13
C -3.228 -5.691 -0.415 -0.11 -0.03 -0.03
C -4.618 -5.828 -0.325 0.01 0.43 0.02
C -5.396 -4.691 -0.069 0.36 -0.25 -0.02
C -4.795 -3.442 0.081 0.04 -0.08 0.01
C -3.417 -0.863 0.878 -1.12 0.42 -0.72
O -4.619 -0.599 0.631 1.56 -0.53 0.73
C -2.559 0.033 1.691 0.56 0.09 -0.65
C -3.085 0.700 2.899 -0.08 0.83 0.38
C -2.206 1.303 3.842 -0.49 -0.39 -0.08
C -2.690 1.770 5.066 -0.14 0.08 -0.25
C -4.059 1.724 5.360 0.15 -0.29 -0.28
C -4.936 1.154 4.431 0.47 0.22 0.04
C -4.460 0.687 3.209 0.25 -0.13 0.15
C -1.254 0.179 1.255 -0.66 -0.46 1.27
C 0.993 -0.747 2.842 0.10 0.21 -0.14
C 1.826 -0.516 3.928 0.71 -0.27 0.05
H 4.600 0.836 6.284 -0.31 -0.08 -0.02
H 3.107 1.380 5.445 0.22 -0.21 -0.15
H 3.035 -0.046 6.513 0.35 0.11 -0.24
H 4.726 -1.786 2.614 -0.37 0.12 0.05
H 3.228 -2.089 0.674 -0.06 0.22 0.26
H 1.231 -1.341 -0.591 -0.11 -0.30 0.45
H -0.968 -2.467 -0.896 -0.10 0.10 0.39
H -1.533 -4.374 -0.256 -0.30 -0.10 0.00
H -2.609 -6.569 -0.604 -0.16 0.22 0.07
H -5.087 -6.805 -0.447 0.14 0.25 0.04
H -6.479 -4.776 0.024 0.29 0.01 -0.06
H -5.404 -2.563 0.278 0.17 -0.24 -0.10
H -1.135 1.369 3.629 -0.35 -0.12 0.17
H -1.990 2.158 5.808 -0.20 0.03 -0.26
H -4.432 2.122 6.301 0.09 -0.16 -0.12
H -5.995 1.056 4.652 0.11 0.17 -0.02
H -5.148 0.283 2.477 0.08 -0.01 0.15
H -0.646 0.982 1.684 -0.14 -0.43 -0.13
H -0.074 -0.662 3.026 0.17 0.23 -0.28
H 1.423 -0.078 4.848 0.06 -0.43 -0.40
```
Positions in Å, forces in eV/Å.

Summary:
- ΔE to the lowest compared entry with this formula, charge and spin: 25.44 kcal per mole
- Net charge: 0


2.
# C47H45AlF5N5P2SSeSi2

A structure of composition C47H45AlF5N5P2SSeSi2 at a distorted geometry (ωB97M-V/def2-TZVPD, the OMol25 dataset).

The geometry in XYZ format:
```
109
Properties=species:S:1:pos:R:3:forces:R:3
Al 0.104 -0.608 0.073 -0.15 1.36 -0.34
C 2.425 -1.768 -2.829 -0.72 0.25 -0.22
Si 0.831 -0.806 -3.228 0.28 -0.62 -0.05
C -0.616 -1.994 -3.651 0.66 0.41 0.04
C 1.229 0.189 -4.813 -0.22 -0.09 0.78
N 0.363 -0.018 -1.720 -0.03 0.31 -0.11
P -0.687 1.271 -1.528 -0.61 -0.78 0.02
C -1.490 0.919 -0.010 2.07 0.94 -0.05
P -0.561 1.563 1.319 -0.74 -0.69 -0.34
N 0.692 0.491 1.535 -0.28 0.25 -0.12
Si 1.611 0.449 3.042 0.44 -0.47 0.33
C 0.834 -1.022 3.997 0.42 0.59 -0.21
C 3.468 0.181 2.744 -0.81 0.02 0.18
C 1.492 2.021 4.122 -0.13 -0.53 -0.43
C -1.611 1.413 2.807 0.02 0.14 0.02
C -2.272 0.201 2.959 0.04 -0.03 -0.04
C -3.038 -0.062 4.078 -0.06 -0.12 -0.06
C -3.174 0.905 5.061 0.01 0.11 0.03
C -2.532 2.125 4.915 -0.06 -0.01 0.12
C -1.744 2.372 3.804 0.03 0.00 -0.13
C -0.050 3.291 1.311 -0.34 -0.19 -0.01
C -1.081 4.222 1.415 -0.01 0.04 -0.02
C -0.795 5.574 1.408 -0.08 0.00 0.02
C 0.523 5.989 1.278 -0.03 0.03 0.02
C 1.543 5.060 1.156 0.11 0.16 -0.02
C 1.264 3.705 1.173 -0.17 -0.17 0.07
C -1.933 1.125 -2.852 0.02 0.08 0.09
C -1.813 1.755 -4.086 0.04 0.03 0.19
C -2.741 1.505 -5.083 0.00 -0.01 -0.18
C -3.790 0.630 -4.858 0.00 -0.02 -0.03
C -3.932 0.024 -3.620 -0.03 -0.07 -0.01
C -3.010 0.282 -2.624 -0.06 -0.05 0.02
C 0.082 2.855 -1.972 -0.24 -0.18 0.32
C -0.648 4.007 -1.694 -0.03 0.07 -0.05
C -0.166 5.243 -2.085 -0.16 -0.03 0.02
C 1.024 5.324 -2.793 0.03 -0.01 -0.04
C 1.739 4.176 -3.089 0.10 0.10 -0.12
C 1.279 2.939 -2.670 -0.21 -0.26 0.06
H 2.907 -2.109 -3.740 0.07 -0.08 -0.23
H 3.125 -1.128 -2.304 0.14 0.30 0.02
H 2.247 -2.635 -2.204 -0.11 -0.28 0.08
H -0.285 -2.812 -4.284 0.09 -0.20 -0.15
H -1.045 -2.414 -2.744 -0.04 -0.09 0.18
H -1.410 -1.470 -4.176 -0.13 0.13 -0.08
H 1.435 -0.528 -5.605 -0.04 -0.22 -0.03
H 0.419 0.829 -5.149 -0.10 0.06 -0.03
H 2.124 0.795 -4.700 0.14 0.09 0.09
H 0.613 -1.850 3.328 0.04 -0.17 -0.19
H 1.490 -1.385 4.781 0.17 -0.11 0.22
H -0.103 -0.719 4.455 -0.17 0.10 0.08
H 3.696 -0.786 2.316 0.01 -0.19 -0.02
H 3.875 0.937 2.080 -0.01 0.19 -0.22
H 3.997 0.251 3.690 0.05 0.00 0.31
H 0.632 2.026 4.783 -0.14 -0.09 0.08
H 2.383 2.075 4.740 0.24 -0.07 0.08
H 1.458 2.925 3.524 0.05 0.15 -0.04
H -2.157 -0.539 2.179 -0.07 -0.05 0.08
H -3.529 -1.020 4.183 -0.05 -0.05 0.03
H -3.777 0.711 5.935 -0.07 -0.02 0.09
H -2.639 2.892 5.669 0.00 0.00 0.08
H -1.225 3.315 3.714 0.00 0.04 0.05
H -2.103 3.867 1.493 -0.03 0.12 -0.01
H -1.592 6.301 1.503 -0.01 0.02 -0.02
H 0.750 7.044 1.272 0.06 0.10 -0.01
H 2.564 5.392 1.061 0.17 0.01 -0.05
H 2.047 2.966 1.087 0.25 -0.03 -0.15
H -1.002 2.452 -4.253 0.02 0.00 -0.07
H -2.639 1.987 -6.044 0.00 0.06 -0.07
H -4.502 0.422 -5.642 -0.08 0.01 -0.11
H -4.752 -0.655 -3.440 -0.11 -0.03 0.03
H -3.110 -0.148 -1.638 -0.05 -0.02 -0.02
H -1.595 3.922 -1.176 -0.01 0.05 0.00
H -0.715 6.143 -1.851 -0.09 0.04 0.02
H 1.379 6.286 -3.130 0.09 0.07 0.01
H 2.657 4.248 -3.654 0.13 -0.06 -0.01
H 1.827 2.037 -2.887 0.17 0.07 0.06
N 1.328 -4.425 0.782 -0.59 0.41 -0.08
C 2.633 -4.010 0.655 0.27 0.68 -0.06
C 3.832 -4.697 0.746 0.07 -0.06 0.04
C 4.981 -3.958 0.555 -0.18 -0.19 0.01
C 4.933 -2.589 0.285 -0.08 0.28 -0.03
C 3.738 -1.902 0.193 -0.13 -0.07 -0.12
C 2.567 -2.627 0.381 0.84 -0.73 0.22
N 1.246 -2.243 0.339 -0.97 -0.43 0.06
C 0.543 -3.342 0.579 1.43 -0.30 -0.02
C -0.873 -3.298 0.567 -1.78 -1.34 0.30
C -1.821 -4.262 0.828 0.07 0.77 -0.20
S -3.403 -3.584 0.664 1.10 0.42 -0.20
C -2.683 -2.078 0.254 -0.24 -0.33 0.12
N -1.381 -2.081 0.242 -0.03 0.30 0.10
H 1.005 -5.356 0.980 0.00 -0.03 -0.01
H 3.857 -5.753 0.959 0.05 -0.14 0.01
H 5.937 -4.455 0.602 0.12 -0.04 0.04
H 5.861 -2.056 0.151 0.03 0.13 -0.07
H 3.686 -0.850 -0.039 0.25 0.24 0.01
H -1.697 -5.291 1.095 0.12 -0.23 0.08
H -3.269 -1.200 0.062 -0.02 0.35 -0.02
F 7.922 5.912 -1.543 -0.16 -0.11 0.04
C 6.977 4.971 -1.374 -0.17 -0.15 -0.01
C 6.316 4.841 -0.157 0.09 0.14 -0.05
F 6.609 5.688 0.845 0.03 -0.08 -0.07
C 5.357 3.861 0.012 -0.10 -0.24 -0.45
F 4.726 3.757 1.198 0.23 0.22 -0.01
C 5.009 2.979 -1.016 0.48 0.33 -0.10
Se 3.754 1.630 -0.793 -0.54 -0.63 0.17
C 5.666 3.155 -2.238 -0.28 0.09 0.33
F 5.323 2.376 -3.278 0.29 0.18 -0.02
C 6.632 4.125 -2.424 0.11 0.10 0.05
F 7.237 4.260 -3.615 0.00 0.04 0.11
```
Positions in Å, forces in eV/Å.

Summary:
- ΔE to the lowest compared entry with this formula, charge and spin: 22.92 kcal per mole
- Net charge: 0